(1)
Here is a molecular structure, C43H112AgF3N9O12Pd in a non-equilibrium geometry from OMol25. Energies are from ωB97M-V/def2-TZVPD.

Computed properties:
Charge: +2
E_tot in Ha: -3674.6732
<S²>: 3.77
Multiplicity: 4

Each line ends with the Löwdin spin population.
Positions of all 181 atoms, in Å:
Pd -2.6474 1.0389 3.4603  1.461
Ag 0.3016 -0.5258 4.5358  0.007
C -1.8564 4.4549 4.5956  0.063
O -0.5982 4.8458 4.2483  0.018
O -1.8807 3.0549 4.2383  0.818
C -2.1126 4.7556 6.0749  0.018
F -1.0698 4.4030 6.8390  0.003
F -2.2019 6.1625 6.2465  0.001
F -3.2909 4.2937 6.5730  0.002
C -0.4852 5.3590 2.9032  0.005
C 1.0383 5.2869 2.5376  0.000
H 1.1568 5.6015 1.5007  0.000
H 1.3617 6.1590 3.1058  0.000
H 1.5053 4.3386 2.8035  0.000
H -0.9484 6.3363 2.7674  0.002
H -0.8418 4.6228 2.1829  0.001
H -2.5616 5.0716 4.0385  0.030
C -0.5561 -0.5457 0.4548  0.001
C 0.2325 0.3444 1.3926  0.023
C 0.5634 1.5477 0.4657  0.006
O -0.6329 0.5163 2.4591  0.207
H -1.4649 -0.1229 0.0265  0.000
H -0.7854 -1.5127 0.9024  0.000
H 0.0493 -0.7477 -0.4288  0.000
H 1.2093 -0.0582 1.6606  0.010
H 1.0408 2.3977 0.9534  0.000
H -0.2348 1.9796 -0.1379  0.000
H 1.2825 1.2063 -0.2789  0.000
C -1.3106 1.8235 -3.2998  0.000
C -2.6808 1.2756 -3.8394  0.000
C -2.6441 -0.1232 -4.3793  0.000
O -3.8543 -0.4277 -5.1432  0.000
C -3.7393 -1.6484 -5.8329  0.000
N -3.7371 1.5028 -2.8489  0.000
H -1.3525 2.9047 -3.4308  0.000
H -0.5202 1.5740 -4.0077  0.000
H -1.2689 1.5088 -2.2570  0.000
H -2.9000 1.9841 -4.6383  0.000
H -2.4825 -0.8222 -3.5588  0.000
H -1.7578 -0.1745 -5.0118  0.000
H -4.2205 -2.4510 -5.2741  0.000
H -2.7535 -1.8265 -6.2625  0.000
H -4.4394 -1.4515 -6.6448  0.000
H -3.5283 1.0519 -1.9696  0.000
H -4.5964 1.0160 -3.0603  0.000
C 2.6548 -5.3136 -0.6459  0.000
C 2.9329 -3.8953 -1.1380  0.000
C 3.2777 -3.8648 -2.6840  0.000
O 3.4086 -2.4650 -3.1078  0.000
C 3.7580 -2.2584 -4.4710  0.000
N 1.6503 -3.1678 -0.9853  0.000
H 3.3527 -6.0552 -1.0346  0.000
H 1.6396 -5.6601 -0.8393  0.000
H 2.7346 -5.3597 0.4402  0.000
H 3.7644 -3.5544 -0.5212  0.000
H 2.4722 -4.4318 -3.1506  0.000
H 4.2398 -4.3365 -2.8834  0.000
H 3.0597 -2.6555 -5.2077  0.000
H 4.7116 -2.6907 -4.7740  0.000
H 3.7886 -1.1938 -4.7032  0.000
H 1.3596 -3.2561 -0.0221  0.000
H 1.8299 -2.1876 -1.1498  0.000
C -0.3074 -4.0963 -5.2118  0.000
C -0.9167 -3.8442 -3.8097  0.000
C -0.6079 -5.0022 -2.7707  0.000
O -1.3212 -6.1199 -3.1285  0.000
C -1.4036 -7.1722 -2.1406  0.000
N -0.3343 -2.5828 -3.2274  0.000
H -0.4051 -3.1834 -5.7993  0.000
H -0.5194 -5.0491 -5.6969  0.000
H 0.7715 -4.1602 -5.0710  0.000
H -1.9983 -3.7926 -3.9346  0.000
H -0.8876 -4.5948 -1.7992  0.000
H 0.4552 -5.2368 -2.7166  0.000
H -0.4070 -7.5328 -1.8860  0.000
H -1.9551 -8.0554 -2.4628  0.000
H -1.8430 -6.8719 -1.1893  0.000
H 0.1897 -2.3108 -4.0469  0.000
H 0.2129 -2.7578 -2.3967  0.000
C 2.8900 -3.9808 3.9878  0.000
C 1.5533 -3.2463 3.8438  0.000
C 0.3740 -4.1252 3.3442  0.000
O 0.6169 -4.6200 2.0071  0.000
C -0.5459 -4.9860 1.3278  0.000
N 1.3146 -2.7962 5.2053  -0.001
H 3.7417 -3.3436 4.2258  0.000
H 3.1500 -4.2644 2.9680  0.000
H 2.8465 -4.8319 4.6674  0.000
H 1.6440 -2.4510 3.1039  0.000
H -0.5382 -3.5316 3.4036  0.000
H 0.4506 -4.9663 4.0332  0.000
H -1.1588 -4.1617 0.9633  0.000
H -1.2524 -5.6255 1.8569  0.000
H -0.2321 -5.5407 0.4435  0.000
H 2.2082 -2.5834 5.6253  0.000
H 0.9328 -3.5653 5.7371  0.000
C 2.7950 1.7941 6.6680  0.001
C 1.8714 2.2052 5.5075  0.001
C 2.5162 1.8523 4.1113  0.000
O 2.8842 0.5056 4.0812  0.000
C 3.9000 0.1710 3.0665  0.000
N 0.5471 1.6836 5.5426  0.011
H 2.3285 2.0532 7.6185  0.000
H 3.7994 2.2108 6.5939  0.000
H 2.8331 0.7049 6.6475  0.000
H 1.8455 3.2882 5.3866  0.001
H 3.2960 2.6111 4.0462  0.000
H 1.7216 2.1232 3.4160  0.000
H 4.8799 0.6095 3.2556  0.000
H 3.4754 0.6509 2.1848  0.000
H 4.1318 -0.8857 2.9334  0.000
H -0.0779 2.4005 5.2028  0.004
H 0.3719 1.9057 6.5122  0.000
C 1.7365 2.8341 -5.2868  0.000
C 1.1675 4.2383 -4.9025  0.000
C 2.2016 5.1471 -4.2353  0.000
O 2.8638 4.4726 -3.1517  0.000
C 2.1636 4.5245 -1.8449  0.000
N 0.4474 4.9055 -6.0249  0.000
H 1.8492 2.2708 -4.3605  0.000
H 2.7021 3.0438 -5.7470  0.000
H 1.1062 2.2367 -5.9455  0.000
H 0.3666 4.1205 -4.1726  0.000
H 1.7099 6.0555 -3.8873  0.000
H 2.8431 5.5352 -5.0265  0.000
H 2.5778 3.7341 -1.2189  0.000
H 1.1359 4.2278 -2.0544  0.000
H 2.1148 5.4850 -1.3320  0.000
H 1.1900 5.1863 -6.6493  0.000
H -0.2030 4.3421 -6.5536  0.000
C -6.5553 3.1002 4.5977  0.004
C -5.7056 2.1534 3.7649  0.004
C -5.1141 2.8212 2.4826  0.006
O -3.9941 2.0566 2.0330  0.081
C -3.4040 2.5774 0.8818  0.003
N -4.4945 1.7659 4.5759  0.076
H -6.6339 2.8099 5.6454  0.000
H -7.6136 3.3226 4.4610  0.001
H -6.0954 4.0612 4.8278  0.000
H -6.2707 1.2543 3.5191  0.000
H -4.7247 3.7321 2.9373  0.000
H -5.9146 3.0482 1.7785  0.002
H -4.0697 2.3950 0.0382  0.002
H -2.5303 1.9497 0.7064  0.000
H -3.2708 3.6567 0.9562  0.000
H -4.6388 1.2351 5.4230  0.001
H -4.0944 2.6002 4.9807  0.001
C -4.4844 -1.3661 0.4215  0.001
C -4.5518 -1.5066 1.9252  0.012
C -5.0448 -2.9298 2.4418  0.006
O -4.1970 -3.9544 1.9612  0.000
C -4.2330 -5.1602 2.6418  0.000
N -3.4175 -0.9988 2.5342  0.098
H -4.2615 -0.3996 -0.0305  0.000
H -5.5027 -1.5801 0.0969  0.000
H -3.8829 -2.1295 -0.0720  0.000
H -5.3328 -0.8145 2.2401  0.004
H -6.0682 -3.1028 2.1086  0.001
H -5.1245 -2.8001 3.5211  0.000
H -5.1405 -5.7208 2.4176  0.000
H -4.0858 -5.0641 3.7176  0.000
H -3.4490 -5.7944 2.2278  0.000
H -2.6861 -1.2113 1.8709  0.001
H -3.4167 -1.6926 3.2682  0.000
C 4.3507 1.1348 -1.9102  0.000
C 5.5776 1.6369 -2.7088  0.000
C 5.5111 1.5283 -4.2691  0.000
O 6.4232 2.3582 -4.9349  0.000
C 6.5359 2.0131 -6.3198  0.000
N 5.5819 3.0252 -2.2855  0.000
H 4.4608 0.0600 -2.0543  0.000
H 3.3690 1.5052 -2.2055  0.000
H 4.3898 1.4547 -0.8689  0.000
H 6.5414 1.2403 -2.3896  0.000
H 4.5058 1.6336 -4.6769  0.000
H 5.7691 0.4917 -4.4858  0.000
H 7.5021 2.1984 -6.7891  0.000
H 5.7976 2.6145 -6.8502  0.000
H 6.4923 0.9251 -6.3683  0.000
H 4.7033 3.4178 -2.5923  0.000
H 6.2613 3.5539 -2.8137  0.000

Atoms 1-2, force components in eV/Å:
Pd 0.4920 -0.8910 -1.5681
Ag 0.2675 0.1403 0.0727


(2)
Here is 14 unconnected molecules or ions with the total composition H28O14 in a non-equilibrium geometry from OMol25. Energies are from ωB97M-V/def2-TZVPD.

Computed properties:
E_tot in Ha: -1069.9009
Energy relative to the best compared isomer or geometry (same formula, charge and spin) in kJ/mol: 787.8

Each line ends with the Löwdin charge.
Positions of all 42 atoms, in Å:
H 0.5173 0.3415 1.0655  0.027
H -0.5529 0.8010 0.1896  0.065
H -1.7475 -0.6556 -2.7373  0.045
H -2.1679 -2.0361 -3.0844  0.003
H -4.3187 -1.4472 -0.8317  0.067
H -2.8331 -1.5106 -0.4149  -0.021
H 3.0153 3.9816 -1.6653  -0.011
H 2.8457 2.7053 -0.8955  0.073
H -0.4441 3.4942 -1.0861  -0.010
H -1.1930 3.1367 -2.3524  0.067
H 2.4131 -2.6074 0.6770  -0.029
H 3.8419 -2.7213 0.1870  0.082
H -2.9798 -0.4659 2.7275  0.055
H -2.9974 -1.4200 3.8628  0.007
H -3.7457 2.0244 -2.1403  0.063
H -2.5967 1.1712 -1.7090  -0.022
H 4.0029 1.4979 2.7194  -0.009
H 5.1972 0.9143 3.4738  0.037
H 1.8418 -1.3318 -1.4142  0.052
H 1.6489 -0.1089 -0.4429  0.064
H 0.1784 -3.7880 -1.6668  0.072
H 0.6126 -4.6075 -0.2609  0.035
H -3.9541 1.4920 2.9678  -0.016
H -3.2695 2.8749 2.9498  0.067
H 3.1856 0.4858 -2.8685  -0.017
H 4.3222 -0.3357 -2.2312  0.093
H -0.8624 -0.4752 2.1047  0.041
H 0.1759 -1.1723 2.8078  -0.003
O 0.0507 0.0449 0.2936  -0.078
O -2.5164 -1.1771 -3.0429  -0.045
O -3.5067 -1.9973 -0.8107  -0.046
O 2.3756 3.5638 -1.1502  -0.055
O -1.1862 3.0467 -1.3846  -0.062
O 3.1612 -2.1044 0.5842  -0.083
O -3.2556 -1.4278 2.9635  -0.066
O -2.9804 1.9901 -1.5553  -0.048
O 4.8574 1.1724 2.6139  -0.028
O 2.0554 -1.0488 -0.5025  -0.200
O 0.8937 -4.1080 -1.0328  -0.080
O -3.4054 2.0318 2.4626  -0.034
O 3.4382 0.1057 -2.0912  -0.026
O -0.1178 -0.3292 2.7211  -0.021

Atoms 1-2, force components in eV/Å:
H 0.6470 -0.2770 0.9886
H -0.0806 -0.0825 -0.4290


(3)
Here is 8 unconnected molecules or ions with the total composition C24H57N8O8 from OMol25. Energies are from ωB97M-V/def2-TZVPD.

Computed properties:
Charge: -1
E_tot in Ha: -1988.5870

Each line ends with the Löwdin charge.
Positions of all 97 atoms, in Å:
C 0.4996 0.8355 0.1108  -0.073
C 0.5108 0.2294 1.5182  -0.422
O -0.4319 -0.8766 1.5418  -0.105
C 1.9345 -0.2185 1.9383  -0.427
N 2.3486 -1.5367 1.5721  -0.117
H 0.5956 1.9235 0.1637  0.062
H -0.4373 0.6113 -0.3948  0.056
H 1.3463 0.4626 -0.4681  0.077
H 0.1375 0.9729 2.2374  0.113
H -1.1099 -0.6627 2.1882  0.067
H 2.0147 -0.0959 3.0360  0.071
H 2.5869 0.5913 1.5159  0.078
H 1.8931 -1.7666 0.6855  -0.087
C 5.4115 -1.3416 -2.5649  -0.382
O 5.6013 -0.3370 -1.9019  -0.009
N 4.9802 -2.5238 -2.1076  -0.187
C 4.7641 -3.6680 -2.9725  -0.063
C 4.6033 -2.7276 -0.7098  -0.032
H 5.6010 -1.3635 -3.6563  0.121
H 3.7105 -3.9083 -2.8432  0.053
H 5.3826 -4.5159 -2.6647  0.085
H 4.9784 -3.4236 -4.0122  0.079
H 3.7579 -2.1058 -0.4053  0.055
H 5.4329 -2.4950 -0.0430  0.086
H 4.3273 -3.7717 -0.5807  0.084
C -1.8288 3.1963 -1.6227  -0.353
O -1.3619 2.2659 -2.2404  0.025
N -3.1379 3.5407 -1.6286  -0.199
C -3.6485 4.6526 -0.8606  -0.079
C -4.0518 2.7513 -2.4317  -0.045
H -1.2147 3.8486 -0.9768  0.132
H -4.4013 4.3230 -0.1420  0.081
H -4.1121 5.3997 -1.5094  0.082
H -2.8264 5.1199 -0.3190  0.080
H -4.0426 1.7083 -2.1124  0.093
H -3.7627 2.7775 -3.4835  0.090
H -5.0560 3.1561 -2.3194  0.080
C -7.3854 6.6025 0.3835  -0.354
O -6.8374 5.7430 -0.2820  0.000
N -6.7444 7.6171 0.9905  -0.192
C -7.4444 8.6196 1.7640  -0.058
C -5.2986 7.6943 0.8575  -0.036
H -8.4769 6.6191 0.5436  0.131
H -7.2884 9.6148 1.3431  0.090
H -7.1005 8.6223 2.8002  0.090
H -8.5112 8.4034 1.7538  0.083
H -5.0138 7.7828 -0.1912  0.092
H -4.8278 6.7962 1.2582  0.091
H -4.9398 8.5635 1.4034  0.087
C 5.6542 -4.5419 3.5452  -0.356
O 5.6209 -4.5494 2.3250  -0.017
N 4.8049 -3.8855 4.3436  -0.189
C 4.9127 -3.9746 5.7797  -0.079
C 3.7419 -3.0511 3.7670  -0.054
H 6.4201 -5.1088 4.1104  0.129
H 3.9969 -4.3853 6.2123  0.085
H 5.0843 -2.9883 6.2186  0.086
H 5.7449 -4.6247 6.0499  0.074
H 3.0843 -3.6304 3.1245  0.069
H 4.1320 -2.2512 3.1405  0.067
H 3.1628 -2.6243 4.5831  0.078
C -11.2758 5.9649 -3.9754  -0.361
O -11.9227 6.9450 -3.6583  0.006
N -10.0902 5.6269 -3.4342  -0.197
C -9.3585 4.4469 -3.8442  -0.056
C -9.5310 6.4803 -2.4009  -0.045
H -11.6150 5.2553 -4.7495  0.130
H -9.2133 3.7669 -3.0028  0.092
H -8.3781 4.7153 -4.2425  0.091
H -9.9180 3.9269 -4.6200  0.080
H -10.2150 6.5425 -1.5526  0.091
H -9.3771 7.4911 -2.7813  0.096
H -8.5818 6.0634 -2.0719  0.063
C 1.0341 -4.8746 -1.9275  -0.353
O 1.6055 -4.3757 -2.8824  -0.020
N 0.4564 -4.1562 -0.9501  -0.173
C -0.1875 -4.7738 0.1856  -0.059
C 0.5245 -2.6993 -1.0230  -0.036
H 0.9872 -5.9647 -1.7602  0.128
H -1.2394 -4.4832 0.2422  0.086
H 0.3038 -4.4788 1.1147  0.090
H -0.1306 -5.8579 0.0897  0.074
H 0.0364 -2.3411 -1.9299  0.096
H 1.5606 -2.3630 -1.0388  0.071
H 0.0365 -2.2744 -0.1491  0.062
C 7.6288 -7.0613 1.4457  -0.338
O 7.5162 -8.2695 1.5812  -0.008
N 8.7882 -6.4487 1.1206  -0.197
C 8.8545 -5.0073 0.9760  -0.053
C 9.9722 -7.2550 0.9121  -0.058
H 6.8034 -6.3454 1.5713  0.112
H 9.1603 -4.7294 -0.0355  0.087
H 9.5688 -4.5776 1.6833  0.086
H 7.8699 -4.5847 1.1737  0.070
H 9.8164 -7.9715 0.1039  0.087
H 10.2198 -7.8220 1.8114  0.086
H 10.8042 -6.6010 0.6579  0.080

Atoms 1-2, force components in eV/Å:
C 0.0497 0.0209 0.3006
C -0.0710 -0.0972 -0.0632


> Which of these has the lowest E_tot?

C43H112AgF3N9O12Pd


> E_tot of number 2 (H28O14)?

-1069.9009 Ha


> E_tot of number 3 (C24H57N8O8)?

-1988.5870 Ha